A cluster of 2 separate species, C9H18N2O3Si in total at a distorted geometry. Source: OMol25; level of theory: ωB97M-V/def2-TZVPD.

Atoms and positions in Å:
Si 0.96 -0.03 -0.85
O 1.95 -0.69 0.31
O 1.10 1.56 -0.67
O 1.63 -0.38 -2.34
N -0.31 1.92 1.58
N -2.51 1.78 1.29
C 1.67 -1.64 -3.01
C 3.17 -0.21 0.82
C -1.06 -1.94 0.24
C -0.93 3.06 2.21
C -2.26 2.91 1.98
C -0.72 -0.79 -0.65
C -2.50 -1.77 0.70
C -1.36 1.23 1.08
C 0.69 2.56 -1.58
H -2.69 -0.89 1.23
H 2.51 -1.66 -3.60
H 3.68 -1.08 1.27
H -1.19 -2.78 -0.38
H 1.62 2.85 -2.27
H 0.26 3.38 -0.97
H -0.01 2.15 -2.33
H -2.84 -2.64 1.21
H -0.37 -2.22 1.01
H 2.92 0.49 1.57
H 0.57 1.68 1.72
H 1.73 -2.33 -2.26
H 0.77 -1.86 -3.58
H -3.05 3.63 2.31
H -1.57 -0.49 -1.36
H -3.25 -1.51 -0.07
H 3.74 0.44 0.14
H -0.47 3.74 2.94

Summary:
HOMO (alpha / beta) ... -8.78 / -8.38 eV
Relative energy (zero: lowest compared OMol25 entry of this formula, charge and spin) ... 108.96 kcal per mole
Maximum force ... 7.0 eV/Å